Record 1
The following is a quantum chemistry calculation of a cluster of 11 separate species, C27H52Br20Cl3O2P in total at a distorted geometry, from the Open Molecules 2025 dataset.

E, a.u.: -54412.6204
Kohn-Sham gap, hartree: 0.318
Lowest unoccupied orbital energy, eV: 0.11
E_HOMO, eV: -8.541

```
105
Properties=species:S:1:pos:R:3:lowdin_charge:R:1
C 2.011 6.041 -1.428 -0.18
O 2.707 5.617 -2.625 -0.35
C 2.691 4.169 -2.763 -0.43
P 3.205 3.224 -1.204 0.97
C 4.257 1.750 -1.849 -0.35
C 4.892 0.947 -0.616 -0.73
O 4.798 -0.289 -0.521 -0.01
Cl 5.824 1.859 0.697 0.55
C 1.738 2.453 -0.286 -0.82
Cl 0.878 3.687 0.808 0.54
C 0.715 1.626 -1.198 -0.68
C -0.392 2.540 -1.945 -0.15
Cl -0.265 0.504 -0.070 0.49
H 1.813 7.171 -1.546 0.02
H 2.669 5.932 -0.491 0.08
H 0.987 5.556 -1.313 0.06
H 1.693 3.860 -3.217 0.04
H 3.488 3.935 -3.566 0.08
H 5.133 2.249 -2.438 0.02
H 3.650 1.103 -2.565 0.03
H 2.192 1.691 0.454 0.08
H 1.223 0.928 -1.940 0.08
H -1.381 2.427 -1.391 0.03
H -0.089 3.649 -1.962 0.06
H -0.512 2.148 -3.018 0.08
Br 0.169 -1.958 -3.284 0.61
C 1.662 -2.268 -2.067 -0.71
C 1.533 -3.599 -1.371 -0.68
Br 0.207 -3.525 0.057 0.63
H 1.693 -1.423 -1.380 0.02
H 2.551 -2.250 -2.698 -0.01
H 2.468 -3.866 -0.877 0.06
H 1.235 -4.408 -2.038 0.05
Br 2.579 5.913 -5.728 0.70
C 2.247 4.700 -7.220 -0.68
C 1.088 3.779 -6.929 -0.67
Br 1.619 2.353 -5.709 0.64
H 3.178 4.170 -7.414 0.05
H 2.020 5.349 -8.067 0.06
H 0.762 3.270 -7.836 0.06
H 0.236 4.287 -6.477 0.06
Br -3.761 -6.328 -0.911 0.60
C -3.489 -4.925 0.414 -0.70
C -3.040 -5.499 1.735 -0.70
Br -4.529 -6.307 2.699 0.62
H -4.422 -4.366 0.481 0.05
H -2.715 -4.282 -0.008 0.01
H -2.672 -4.709 2.391 0.06
H -2.273 -6.266 1.633 0.05
Br -2.891 1.911 1.830 0.60
C -3.313 3.807 1.673 -0.69
C -4.557 4.025 0.847 -0.69
Br -4.189 3.811 -1.055 0.61
H -2.431 4.296 1.262 0.04
H -3.468 4.149 2.698 0.06
H -4.914 5.050 0.954 0.06
H -5.364 3.336 1.094 0.05
Br 7.088 4.067 -2.477 0.66
C 8.848 3.625 -1.768 -0.68
C 9.588 2.686 -2.688 -0.69
Br 8.914 0.864 -2.528 0.61
H 8.696 3.219 -0.769 0.05
H 9.371 4.580 -1.691 0.06
H 10.641 2.626 -2.410 0.06
H 9.510 2.963 -3.739 0.05
Br -6.526 -8.486 5.430 0.57
C -6.593 -6.643 6.060 -0.74
C -5.536 -6.382 7.102 -0.67
Br -6.042 -7.133 8.829 0.64
H -7.607 -6.467 6.419 0.03
H -6.417 -6.033 5.173 -0.02
H -5.427 -5.311 7.279 0.06
H -4.564 -6.803 6.846 0.04
Br -7.772 -3.525 4.148 0.62
C -9.184 -4.077 2.922 -0.68
C -10.262 -4.851 3.640 -0.69
Br -9.692 -6.676 4.017 0.64
H -8.708 -4.642 2.122 0.05
H -9.585 -3.147 2.515 0.06
H -11.146 -4.954 3.008 0.06
H -10.552 -4.405 4.591 0.05
Br 2.921 9.358 -3.081 0.64
C 3.178 10.770 -1.762 -0.69
C 3.607 10.207 -0.430 -0.68
Br 2.103 9.410 0.520 0.62
H 2.245 11.332 -1.712 0.05
H 3.959 11.409 -2.179 0.06
H 3.968 11.001 0.225 0.06
H 4.373 9.436 -0.516 0.06
Br -1.899 -11.563 11.083 0.59
C -2.344 -9.672 10.928 -0.70
C -3.600 -9.468 10.118 -0.72
Br -3.255 -9.681 8.212 0.60
H -1.472 -9.174 10.504 0.05
H -2.489 -9.329 11.954 0.06
H -3.966 -8.446 10.227 -0.01
H -4.397 -10.164 10.376 0.06
Br 4.490 -0.008 -4.980 0.63
C 4.137 -1.222 -6.462 -0.67
C 2.983 -2.137 -6.142 -0.68
Br 3.525 -3.556 -4.921 0.65
H 5.066 -1.752 -6.670 0.05
H 3.895 -0.578 -7.308 0.06
H 2.639 -2.652 -7.041 0.06
H 2.141 -1.623 -5.678 0.02
```

=====

Record 2
The following is a quantum chemistry calculation of a cluster of 5 separate species, C5H14Cl2N4O8 in total at a distorted geometry, from the Open Molecules 2025 dataset.

E, a.u.: -1939.8442
Kohn-Sham gap, hartree: 0.379
Lowest unoccupied orbital energy, eV: -0.16
E_HOMO, eV: -10.470

```
33
Properties=species:S:1:pos:R:3:lowdin_charge:R:1
C -0.902 1.826 2.030 0.03
N -1.728 2.952 1.524 -0.46
O -1.941 3.884 2.259 0.07
O -2.126 2.869 0.380 0.06
H -1.310 1.672 3.027 0.10
H 0.140 2.132 2.037 0.10
H -1.005 0.939 1.419 0.07
C -3.509 -0.058 -2.510 0.05
N -2.680 1.199 -2.591 -0.44
O -3.266 2.258 -2.590 0.07
O -1.477 1.045 -2.634 0.03
H -2.986 -0.678 -1.791 0.05
H -3.495 -0.505 -3.501 0.10
H -4.534 0.189 -2.266 0.09
C 1.623 -1.648 4.291 0.05
N 0.590 -1.140 3.343 -0.44
O 0.927 -0.908 2.200 0.04
O -0.512 -0.937 3.801 0.06
H 2.538 -1.788 3.723 0.10
H 1.319 -2.644 4.607 0.10
H 1.712 -0.958 5.119 0.10
C 3.973 0.292 -2.792 0.04
N 2.905 -0.707 -2.562 -0.45
O 2.127 -0.924 -3.455 0.05
O 2.908 -1.280 -1.487 0.05
H 4.418 0.521 -1.828 0.09
H 3.524 1.166 -3.251 0.10
H 4.750 -0.155 -3.405 0.10
C -0.290 -1.662 -0.566 -1.05
Cl -1.609 -2.183 0.485 0.54
Cl -0.464 -2.152 -2.250 0.57
H -0.292 -0.578 -0.512 0.01
H 0.676 -2.040 -0.255 0.01
```

=====

Record 3
The following is a quantum chemistry calculation of a structure of composition C37H30Cl2OP2PbS, from the Open Molecules 2025 dataset.

Total charge: +2
E, a.u.: -3696.7998
Kohn-Sham gap, hartree: 0.285
Lowest unoccupied orbital energy, eV: -6.31
E_HOMO, eV: -14.069

```
74
Properties=species:S:1:pos:R:3:lowdin_charge:R:1
Pb 0.009 0.272 1.673 1.03
O -2.027 3.120 0.389 -0.40
S -1.131 2.082 -0.128 0.79
C 0.207 2.852 -1.031 -0.36
C -0.092 4.048 -1.669 -0.06
C 0.871 4.641 -2.468 -0.02
C 2.114 4.038 -2.631 -0.02
C 2.417 2.868 -1.952 -0.06
C 1.472 2.272 -1.116 -0.35
P 1.980 0.827 -0.136 0.93
C 2.595 -0.380 -1.327 -0.36
C 1.658 -0.932 -2.204 -0.11
C 2.068 -1.828 -3.177 -0.06
C 3.411 -2.181 -3.268 -0.04
C 4.339 -1.635 -2.395 -0.04
C 3.937 -0.729 -1.420 -0.07
C 3.324 1.352 0.939 -0.40
C 3.719 2.680 1.076 -0.06
C 4.726 3.006 1.976 -0.04
C 5.332 2.016 2.736 -0.04
C 4.928 0.691 2.614 -0.05
C 3.919 0.359 1.726 -0.12
C -1.942 1.166 -1.443 -0.36
C -2.441 1.902 -2.507 -0.04
C -3.078 1.245 -3.548 -0.02
C -3.210 -0.136 -3.519 -0.02
C -2.741 -0.864 -2.432 -0.04
C -2.114 -0.219 -1.369 -0.37
P -1.678 -1.161 0.126 0.92
C -1.689 -2.904 -0.292 -0.38
C -2.858 -3.650 -0.148 -0.07
C -2.861 -4.983 -0.531 -0.04
C -1.708 -5.565 -1.045 -0.04
C -0.541 -4.821 -1.176 -0.05
C -0.527 -3.489 -0.795 -0.09
C -3.015 -0.811 1.290 -0.43
C -2.863 -1.308 2.592 -0.14
C -3.818 -1.030 3.555 -0.05
C -4.924 -0.251 3.224 -0.04
C -5.074 0.245 1.938 -0.04
C -4.121 -0.031 0.965 -0.06
H -1.058 4.517 -1.524 0.12
H 0.647 5.574 -2.969 0.13
H 2.857 4.496 -3.271 0.13
H 3.399 2.420 -2.057 0.13
H 0.612 -0.643 -2.140 0.09
H 1.346 -2.249 -3.866 0.12
H 3.733 -2.883 -4.027 0.12
H 5.383 -1.909 -2.472 0.12
H 4.668 -0.300 -0.746 0.11
H 3.250 3.462 0.495 0.11
H 5.036 4.037 2.081 0.12
H 6.121 2.277 3.430 0.12
H 5.398 -0.079 3.210 0.12
H 3.610 -0.678 1.630 0.11
H -2.340 2.980 -2.529 0.12
H -3.464 1.815 -4.383 0.13
H -3.694 -0.651 -4.339 0.13
H -2.878 -1.938 -2.406 0.11
H -3.755 -3.200 0.259 0.12
H -3.764 -5.569 -0.423 0.12
H -1.716 -6.607 -1.337 0.12
H 0.358 -5.282 -1.565 0.12
H 0.386 -2.909 -0.890 0.09
H -2.009 -1.929 2.849 0.10
H -3.702 -1.414 4.560 0.12
H -5.669 -0.027 3.976 0.12
H -5.935 0.851 1.687 0.12
H -4.244 0.363 -0.036 0.11
Cl 0.088 0.673 5.079 0.40
C -0.120 0.544 6.856 -0.98
Cl -1.808 0.358 7.293 0.54
H 0.263 1.454 7.296 0.03
H 0.428 -0.328 7.187 0.03
```

=====

Record 4
The following is a quantum chemistry calculation of a structure of composition C4H7BeO3 at a distorted geometry, from the Open Molecules 2025 dataset.

E, a.u.: -396.9469
Kohn-Sham gap (spin up / spin down), hartree: 0.329 / 0.270
Lowest unoccupied orbital energy (spin up / spin down), eV: 0.07 / -1.51
Spin multiplicity: 2
Expectation value of S²: 0.7542
E_HOMO (spin up / spin down), eV: -8.893 / -8.848

```
15
Properties=species:S:1:pos:R:3:lowdin_spin:R:1
O -0.785 1.657 -1.103 0.91
Be -0.021 1.620 0.204 0.02
O 1.823 1.631 0.363 0.02
C 2.095 0.400 -0.217 0.00
C 0.900 -0.546 -0.227 0.00
O -0.139 0.036 0.589 0.03
C -1.255 -0.727 0.845 0.00
C -2.464 -0.347 0.435 0.01
H 2.938 -0.136 0.262 0.00
H 2.385 0.546 -1.281 0.00
H 1.160 -1.508 0.234 0.00
H 0.225 -0.248 -1.372 0.00
H -0.999 -1.781 0.982 0.00
H -2.550 0.394 -0.365 0.01
H -3.314 -0.991 0.651 0.00
```

=====

Record 5
The following is a quantum chemistry calculation of a structure of composition C2H3LiO2Pr at a distorted geometry, from the Open Molecules 2025 dataset.

Total charge: +2
E, a.u.: -752.3464
Kohn-Sham gap (spin up / spin down), hartree: 0.252 / 0.253
Lowest unoccupied orbital energy (spin up / spin down), eV: -9.48 / -9.44
Spin multiplicity: 4
Expectation value of S²: 3.7519
E_HOMO (spin up / spin down), eV: -16.327 / -16.328

```
9
Properties=species:S:1:pos:R:3:lowdin_spin:R:1
H -1.296 0.192 -0.674 0.00
O -1.872 0.308 1.354 0.00
C -0.719 -0.103 1.162 0.00
C -0.203 0.365 -0.158 0.00
O 0.957 -0.184 -0.672 -0.01
Pr 2.259 0.611 -2.618 3.01
Li 1.673 -1.480 0.364 0.00
H -0.572 -1.180 1.406 0.00
H -0.227 1.471 -0.164 0.00
```

=====

Record 6
The following is a quantum chemistry calculation of a structure of composition C2H3IO2 at a distorted geometry, from the Open Molecules 2025 dataset.

E, a.u.: -526.1421
Kohn-Sham gap, hartree: 0.324
Lowest unoccupied orbital energy, eV: -1.31
E_HOMO, eV: -10.131

```
8
Properties=species:S:1:pos:R:3:lowdin_charge:R:1
C 1.609 0.629 0.101 -0.76
C 0.142 0.076 0.029 0.03
O 1.939 1.764 0.100 0.04
O 2.419 -0.382 -0.004 -0.54
I 4.430 -0.003 0.056 0.97
H 0.047 -0.944 0.047 0.02
H -0.601 0.522 0.693 0.08
H -0.072 0.411 -1.158 0.16
```

=====

Record 7
The following is a quantum chemistry calculation of the molecule C3H7NOS at a distorted geometry, from the Open Molecules 2025 dataset.

E, a.u.: -646.5807
Kohn-Sham gap, hartree: 0.355
Lowest unoccupied orbital energy, eV: 0.17
E_HOMO, eV: -9.507

```
13
Properties=species:S:1:pos:R:3:lowdin_charge:R:1
C -1.155 -0.535 0.698 -0.11
C -0.394 -0.620 -0.614 -0.35
C 0.824 1.303 -0.948 -0.40
H -2.000 -1.265 0.656 0.09
H -1.412 0.350 0.926 0.00
H -0.444 -1.045 1.490 0.05
H -0.792 -0.126 -1.619 0.15
H -0.038 -1.620 -1.064 0.14
H 1.337 0.310 2.074 -0.05
H -0.170 1.546 -1.404 0.15
N 0.680 0.186 -0.358 -0.43
O 1.840 2.061 -0.821 -0.05
S 1.724 -0.545 0.983 0.81
```

=====

Record 8
The following is a quantum chemistry calculation of a structure of composition C10H16N2PTl at a distorted geometry, from the Open Molecules 2025 dataset.

E, a.u.: -1013.6863
Kohn-Sham gap (spin up / spin down), hartree: 0.220 / 0.231
Lowest unoccupied orbital energy (spin up / spin down), eV: 0.00 / 0.00
E_HOMO (spin up / spin down), eV: -5.976 / -6.303

```
30
Properties=species:S:1:pos:R:3:lowdin_charge:R:1
C 1.400 1.112 -1.035 -0.34
C 1.728 0.827 -2.350 -0.29
C 0.882 0.046 -3.220 -0.20
C -0.530 -0.182 -2.969 -0.30
C -1.155 0.110 -1.766 -0.24
Tl 0.375 -0.571 -0.510 0.82
P 0.731 1.102 2.039 0.68
H 2.042 1.696 -0.371 -0.02
H 2.657 1.234 -2.796 0.09
H 1.251 -0.115 -4.258 0.10
H -2.233 -0.041 -1.587 0.00
H -1.112 -0.569 -3.837 0.09
H -0.313 1.798 2.702 -0.15
H 1.696 2.131 2.202 -0.13
H 1.142 0.387 3.192 -0.15
C -4.204 -2.498 2.610 -0.02
C -2.835 -2.464 2.066 -0.30
C -1.841 -3.428 2.069 0.01
C -0.733 -2.899 1.405 -0.34
N -1.036 -1.639 1.014 -0.07
N -2.317 -1.405 1.423 0.06
C 0.584 -3.514 1.117 -0.06
H -4.772 -3.321 2.161 0.09
H -4.179 -2.676 3.691 0.09
H -4.737 -1.563 2.419 0.08
H -1.905 -4.426 2.495 0.12
H -2.770 -0.504 1.250 0.18
H 1.086 -3.783 2.058 0.09
H 0.447 -4.432 0.525 0.09
H 1.258 -2.844 0.557 0.02
```